{"formula": "C30H45Br45F3NO4P", "method": "ωB97M-V with the def2-TZVPD basis set", "spin_multiplicity": 1, "total_charge": -1, "lumo_energy_ev": 0.705, "gap_ev": 5.56, "homo_energy_ev": -4.86, "energy_ha": -117996.6850, "elements": ["C", "C", "C", "C", "C", "C", "C", "C", "O", "C", "C", "O", "P", "C", "C", "O", "N", "C", "C", "C", "F", "F", "F", "O", "H", "H", "H", "H", "H", "H", "H", "H", "H", "H", "H", "H", "H", "H", "H", "H", "H", "H", "H", "H", "H", "H", "H", "H", "H", "H", "H", "H", "H", "H", "C", "Br", "Br", "Br", "H", "C", "Br", "Br", "Br", "H", "C", "Br", "Br", "Br", "H", "C", "Br", "Br", "Br", "H", "C", "Br", "Br", "Br", "H", "C", "Br", "Br", "Br", "H", "C", "Br", "Br", "Br", "H", "C", "Br", "Br", "Br", "H", "C", "Br", "Br", "Br", "H", "C", "Br", "Br", "Br", "H", "C", "Br", "Br", "Br", "H", "C", "Br", "Br", "Br", "H", "C", "Br", "Br", "Br", "H", "C", "Br", "Br", "Br", "H", "C", "Br", "Br", "Br", "H"], "xyz": [[-4.2508, -0.4733, -0.3283], [-4.0978, 0.3246, 1.1130], [-3.6645, 1.8982, 0.8996], [-2.0633, 2.1162, 0.6229], [-1.1110, 2.0367, 1.9584], [-1.7233, 3.0298, 3.1570], [-1.7678, 4.6137, 2.7207], [-2.7948, 5.5249, 3.6758], [-4.1747, 5.0116, 3.6944], [-4.5054, 4.7050, 5.1076], [0.3451, 2.8084, 1.6742], [1.3818, 1.7907, 1.4363], [0.9364, 0.1675, 2.0045], [1.7325, 0.4068, 3.7248], [2.6363, -0.8557, 4.2543], [3.6888, -0.5689, 5.0702], [2.4089, -2.3198, 3.9466], [3.4400, -2.8791, 2.9805], [2.5446, -3.1900, 5.2044], [0.5022, -0.4633, 0.2160], [0.6495, 0.5877, -0.8226], [1.4180, -1.5938, -0.1663], [-0.8602, -1.0416, 0.3213], [-0.6999, 0.6737, 2.4336], [-3.1961, -0.8055, -0.7768], [-4.9125, 0.0982, -1.1108], [-4.8148, -1.4864, -0.0774], [-5.1725, 0.3209, 1.6309], [-3.3758, -0.2648, 1.8299], [-4.1037, 2.5086, 1.7971], [-4.2540, 2.2763, -0.0672], [-1.9319, 3.1809, 0.1160], [-1.7533, 1.3217, -0.2054], [-2.7840, 2.6477, 3.5368], [-1.0021, 2.9527, 4.0842], [-2.0732, 4.8059, 1.6015], [-0.7032, 5.1338, 2.8561], [-2.3287, 5.6900, 4.7563], [-2.8451, 6.6097, 3.1836], [-3.5990, 4.0879, 5.5548], [-4.7131, 5.6906, 5.7385], [-5.4607, 4.0191, 5.1135], [0.2135, 3.6439, 0.8494], [0.6848, 3.2823, 2.7160], [2.3008, -0.1435, 1.5852], [0.6130, -1.1947, 2.3673], [2.4832, 1.3289, 3.6212], [0.9112, 0.7740, 4.5008], [4.3730, -3.3773, 3.5341], [3.9116, -2.0450, 2.2690], [3.0030, -3.7438, 2.2898], [1.8420, -2.8103, 6.0917], [2.3411, -4.3376, 4.9481], [3.6471, -3.1632, 5.6362], [1.8410, -2.1108, -3.8940], [2.4899, -0.5673, -4.8845], [-0.0408, -2.4571, -4.2449], [2.9379, -3.6862, -4.2088], [1.9284, -1.8678, -2.8300], [2.2018, -7.7580, -3.1843], [3.6516, -8.9757, -2.7375], [1.4519, -8.1382, -4.9386], [0.8321, -7.7256, -1.8033], [2.6320, -6.7523, -3.2316], [7.0327, -10.8783, -2.5209], [6.5331, -12.6327, -1.8451], [7.8499, -9.7770, -1.1412], [8.1550, -11.0054, -4.1048], [6.1076, -10.3770, -2.8239], [-0.7167, -8.9019, 1.8831], [1.1581, -9.3835, 1.6890], [-1.6593, -10.1248, 3.0665], [-0.9349, -7.0491, 2.4341], [-1.1755, -8.9974, 0.8935], [1.8069, 5.1495, -2.0164], [1.3073, 3.3950, -1.3405], [2.6242, 6.2508, -0.6366], [2.9292, 5.0224, -3.6002], [0.8819, 5.6507, -2.3194], [-2.8457, 9.5421, 4.8662], [-1.2325, 8.4660, 4.7112], [-3.2834, 10.4352, 3.1944], [-4.3445, 8.5056, 5.5471], [-2.6380, 10.3255, 5.6024], [6.7036, 6.3622, -1.4170], [6.8272, 7.0156, -3.2452], [8.1985, 5.2045, -0.9596], [6.4973, 7.8161, -0.1411], [5.7964, 5.7522, -1.3561], [-6.7248, -1.1485, -3.8654], [-4.8499, -1.6301, -4.0595], [-7.6673, -2.3714, -2.6820], [-6.9429, 0.7043, -3.3144], [-7.1835, -1.2440, -4.8550], [6.1671, -5.0266, -2.6470], [5.6299, -4.8278, -0.7878], [7.3808, -3.6124, -3.2049], [6.9009, -6.7926, -3.0035], [5.2611, -4.9284, -3.2538], [4.8231, 2.0842, -7.5947], [6.3183, 1.4079, -6.5501], [3.2532, 2.4009, -6.4904], [5.3135, 3.6601, -8.6244], [4.5560, 1.3029, -8.3137], [-6.4550, -0.1065, -8.1979], [-7.3573, -1.6803, -7.4954], [-7.0539, 1.5232, -7.3206], [-4.5197, -0.2932, -8.1347], [-6.7339, -0.0225, -9.2533], [-1.0202, 7.9106, 0.4947], [0.1470, 6.4824, 1.1129], [-0.0103, 9.4511, -0.1308], [-2.2859, 7.2833, -0.8427], [-1.6058, 8.2416, 1.3587], [1.7017, 0.8009, 7.7021], [2.3748, 0.4309, 5.9148], [0.7720, -0.7320, 8.4571], [3.1038, 1.4510, 8.8834], [0.9656, 1.6058, 7.6062], [-0.0013, -13.0151, -0.8381], [1.4939, -13.6914, 0.2066], [-1.5713, -12.6985, 0.2662], [0.4891, -11.4392, -1.8677], [-0.2685, -13.7964, -1.5571], [-6.6121, 5.5428, -6.0078], [-4.9988, 4.4667, -6.1628], [-7.0498, 6.4358, -7.6797], [-8.1109, 4.5063, -5.3269], [-6.4044, 6.3262, -5.2717]], "forces_ev_per_a": [[0.1, -1.1, 0.8], [-0.7, 0.1, -0.4], [-0.5, -0.5, -0.5], [-0.5, -0.3, -0.4], [1.5, 1.5, 0.3], [-0.3, -0.7, 0.5], [-0.4, 0.5, 0.8], [1.0, 0.8, -1.2], [1.5, 0.2, 2.5], [-0.1, -0.7, 0.1], [0.1, -0.8, 1.5], [-2.6, 1.2, 0.0], [1.9, -0.6, 0.1], [-1.4, 2.2, -1.8], [4.5, -1.8, -0.5], [0.0, -4.4, -9.0], [0.9, 0.2, 1.1], [1.5, -0.1, -1.5], [0.3, -0.2, 1.4], [-0.5, -0.4, -0.4], [-1.0, -3.5, 1.4], [-2.8, 2.9, 0.2], [3.2, 1.2, -1.9], [-0.4, 2.7, -1.3], [-2.3, 1.0, 0.9], [1.5, -0.9, 1.6], [1.1, 2.0, -0.6], [2.2, 0.0, -1.1], [-1.2, 1.3, -1.5], [1.2, -0.9, -1.7], [1.3, -0.8, 2.0], [-0.1, -2.1, 1.2], [-0.4, 1.7, 1.9], [2.2, 0.9, -1.0], [-1.3, 0.0, -1.8], [0.5, -0.7, 2.2], [-2.6, -1.6, 0.0], [-1.2, -0.6, -2.2], [0.1, -2.2, 1.0], [-2.0, 1.3, -0.6], [0.5, -2.1, -1.3], [1.9, 1.5, -0.1], [0.5, -2.0, 1.8], [-0.9, -0.5, -2.2], [-0.2, -0.3, 0.0], [-0.1, 0.5, -0.2], [-1.5, -2.1, 0.1], [1.3, -1.3, -3.2], [-1.9, 1.2, -0.8], [-1.4, -1.7, 1.6], [0.5, 2.0, 1.6], [1.4, -0.9, -2.2], [0.1, 2.7, 0.3], [-2.1, 0.1, -0.9], [-0.2, 0.3, 0.3], [-0.2, -0.5, 0.2], [0.6, 0.0, 0.0], [-0.2, 0.2, -0.1], [-0.1, -0.1, -0.4], [0.0, 0.3, 0.0], [-0.4, 0.2, 0.0], [0.2, 0.0, 0.5], [0.4, 0.0, -0.4], [-0.2, -0.4, 0.0], [-0.1, 0.1, 0.0], [0.2, 0.4, -0.2], [-0.2, -0.4, -0.3], [-0.3, 0.0, 0.4], [0.4, -0.2, 0.1], [-0.1, 0.1, -0.2], [-0.5, 0.1, 0.1], [0.2, 0.3, -0.2], [0.1, -0.5, -0.1], [0.2, 0.0, 0.4], [-0.5, -0.2, 0.0], [0.5, 0.6, -0.7], [1.1, -0.4, -1.1], [-0.1, 0.0, 0.3], [0.4, -0.1, 0.1], [0.1, 0.1, 0.2], [-0.3, 0.4, 0.0], [0.1, -0.3, 0.3], [0.4, 0.3, -0.2], [-0.1, -0.4, -0.4], [-0.2, -0.2, 0.0], [0.0, -0.1, 0.5], [-0.3, 0.3, -0.1], [0.1, -0.3, -0.3], [0.3, 0.3, 0.0], [0.0, 0.0, -0.2], [-0.5, 0.2, 0.1], [0.3, 0.3, -0.2], [0.1, -0.4, -0.1], [0.2, 0.1, 0.5], [-0.2, 0.1, -0.1], [0.2, -0.1, -0.5], [-0.3, -0.4, 0.2], [-0.1, 0.5, 0.1], [0.4, 0.0, 0.3], [-0.1, -0.2, -0.1], [-0.4, 0.2, -0.2], [0.5, 0.1, -0.3], [-0.1, -0.3, 0.3], [0.1, 0.4, 0.3], [0.0, 0.2, -0.3], [0.2, 0.3, -0.2], [0.1, -0.5, -0.2], [-0.5, 0.0, 0.1], [0.1, -0.1, 0.5], [-0.1, -0.1, 0.4], [-0.9, 1.2, -0.2], [-0.2, -0.3, 0.1], [0.4, 0.1, 0.3], [0.2, -0.1, -0.4], [-1.8, 2.0, 0.6], [-1.4, 3.3, 13.1], [0.2, 0.2, -0.1], [-0.2, -0.1, -0.2], [0.0, -0.2, 0.9], [-0.1, -0.2, -0.3], [-0.4, 0.2, -0.2], [0.4, 0.0, -0.3], [-0.1, -0.4, 0.4], [0.1, 0.4, 0.4], [0.2, 0.1, 0.2], [-0.4, 0.3, 0.0], [0.1, -0.3, 0.4], [0.4, 0.2, -0.2], [-0.1, -0.4, -0.3]], "mulliken_charge": [-0.53, -0.34, -0.42, -0.37, 0.74, -0.98, 0.61, -0.43, -0.34, -0.39, 0.20, -0.52, 0.88, -0.66, 0.15, -0.47, 0.22, -0.74, -0.68, 0.48, -0.24, -0.30, -0.28, -0.62, 0.14, 0.02, 0.29, 0.32, 0.16, 0.06, 0.26, 0.25, 0.12, 0.12, 0.30, 0.02, 0.01, 0.36, -0.17, 0.25, 0.00, 0.24, -0.58, 0.16, -0.17, 0.12, 0.38, 0.09, 0.30, 0.25, 0.24, 0.13, 0.27, 0.31, -0.11, 0.08, 0.04, 0.04, 0.04, -0.01, 0.10, 0.00, 0.07, -0.04, 0.31, -0.05, 0.00, -0.01, -0.34, -0.25, 0.02, -0.06, -0.01, 0.28, -0.37, 0.19, -0.07, -0.07, 0.39, -0.36, -0.02, -0.02, 0.01, 0.38, -0.02, -0.02, -0.02, -0.03, 0.05, 0.09, 0.06, -0.04, 0.01, -0.12, 0.16, 0.04, -0.03, 0.04, -0.27, -0.32, 0.00, -0.03, -0.06, 0.36, -0.37, -0.05, 0.06, 0.00, 0.36, 0.12, 0.13, -0.06, -0.05, -0.09, -0.48, 0.21, -0.15, -0.14, 0.33, -0.36, -0.01, -0.02, 0.03, 0.34, -0.35, 0.02, -0.02, -0.04, 0.37]}